[1]
Below is a molecular structure, C37H87AlAsF8N6O11S2 at a distorted geometry, with properties calculated with wB97M-V/def2-TZVPD.

Geometry as XYZ:
```
153
Properties=species:S:1:pos:R:3:lowdin_charge:R:1
Al -4.419 2.086 1.783 1.2073
As -3.541 6.435 0.307 0.8907
F -3.283 6.941 2.005 -0.2831
F -3.801 4.763 0.848 -0.3650
F -3.846 5.914 -1.390 -0.2811
F -3.400 8.157 -0.224 -0.2797
F -1.817 6.000 0.174 -0.2757
F -5.254 6.758 0.624 -0.2715
N -1.894 1.304 0.762 -0.2619
S -1.179 -0.066 0.848 0.4954
O -0.225 -0.257 1.952 -0.2765
O -1.189 -0.950 -0.344 -0.2937
F -2.467 -0.720 1.635 -0.2474
S -0.576 1.998 -0.049 0.5451
O -0.251 1.548 -1.410 -0.2769
O 0.490 2.536 0.750 -0.2402
F -1.527 3.219 -0.468 -0.2045
C 2.000 6.293 -6.369 -0.0354
C 2.273 4.829 -6.000 -0.4353
C 3.844 4.719 -5.918 -0.1267
C 4.324 3.413 -5.288 -0.1967
C 3.674 3.127 -3.957 -0.1347
C 2.132 3.360 -3.886 -0.4432
N 1.728 4.524 -4.637 -0.0336
O 0.386 4.722 -4.596 0.0635
C 1.445 2.031 -4.382 0.0057
C 1.907 3.514 -2.385 -0.0336
C 1.803 3.886 -7.159 -0.0033
H 2.666 6.713 -7.122 0.0968
H 2.221 6.949 -5.528 0.0877
H 0.941 6.463 -6.565 0.0880
H 4.224 4.779 -6.938 0.1251
H 4.291 5.509 -5.314 0.1231
H 5.355 3.637 -5.013 0.1156
H 4.254 2.560 -5.962 0.1094
H 4.179 3.848 -3.315 0.1233
H 3.943 2.088 -3.768 0.1085
H 1.845 1.752 -5.357 0.0719
H 1.621 1.169 -3.739 0.0776
H 0.379 1.996 -4.607 0.0829
H 2.448 4.362 -1.964 0.0935
H 0.896 3.896 -2.248 0.0799
H 2.165 2.643 -1.783 0.0866
H 2.356 2.953 -7.270 0.0731
H 1.854 4.344 -8.147 0.0929
H 0.765 3.639 -6.938 0.0849
H 0.345 5.606 -4.222 0.1376
C 3.910 -0.362 1.363 -0.0158
C 3.840 -1.794 0.844 -0.3972
C 2.424 -2.067 0.134 -0.1021
C 2.387 -1.424 -1.230 -0.2285
C 3.444 -1.955 -2.109 -0.1445
C 4.867 -1.692 -1.590 -0.4533
N 4.988 -2.000 -0.143 -0.0241
O 6.257 -1.915 0.372 0.0597
C 5.850 -2.530 -2.419 -0.0250
C 5.200 -0.203 -1.868 -0.0063
C 3.937 -2.732 2.058 -0.0249
H 4.940 -0.009 1.416 0.0921
H 3.446 -0.251 2.343 0.0942
H 3.376 0.388 0.780 0.0763
H 2.222 -3.125 -0.034 0.1115
H 1.526 -1.606 0.545 0.1012
H 2.478 -0.349 -1.080 0.1096
H 1.420 -1.668 -1.669 0.1113
H 3.100 -1.596 -3.079 0.1334
H 3.272 -3.030 -2.049 0.1297
H 6.872 -2.220 -2.204 0.0820
H 5.796 -3.605 -2.246 0.0904
H 5.701 -2.384 -3.489 0.0973
H 4.670 0.446 -1.171 0.0728
H 6.263 0.026 -1.793 0.0908
H 4.935 0.146 -2.866 0.0801
H 3.766 -3.740 1.681 0.0782
H 3.250 -2.602 2.894 0.0891
H 4.977 -2.711 2.384 0.0818
H 6.398 -2.838 0.596 0.1287
C -2.609 -5.123 1.771 -0.0246
C -1.203 -5.052 2.388 -0.4532
C -1.292 -3.768 3.277 -0.1140
C -0.015 -3.557 4.160 -0.1653
C 0.087 -4.789 5.025 -0.1652
C 0.287 -6.077 4.190 -0.4408
N -0.858 -6.181 3.244 -0.0576
O -0.791 -7.384 2.547 0.0210
C 1.692 -6.144 3.509 -0.0075
C 0.135 -7.199 5.298 -0.0186
C -0.142 -4.806 1.229 0.0030
H -2.607 -5.953 1.065 0.0893
H -2.824 -4.189 1.252 0.0742
H -3.296 -5.246 2.609 0.0878
H -1.432 -2.812 2.773 0.0971
H -2.156 -3.828 3.939 0.1152
H -0.073 -2.672 4.793 0.1060
H 0.888 -3.419 3.565 0.0853
H -0.703 -4.758 5.776 0.1237
H 0.922 -4.737 5.723 0.1200
H 2.103 -5.248 3.045 0.0534
H 2.399 -6.457 4.278 0.0857
H 1.839 -6.879 2.718 0.0852
H 0.291 -8.096 4.699 0.0744
H 0.899 -7.104 6.069 0.0892
H -0.860 -7.191 5.742 0.0892
H 0.298 -5.718 0.826 0.0819
H 0.731 -4.201 1.471 0.0473
H -0.605 -4.317 0.372 0.0833
H -1.199 -8.067 3.085 0.1138
C -0.901 -0.819 -3.704 -0.1530
O -1.894 -1.499 -2.930 -0.1315
H -1.026 0.255 -3.565 0.0452
H 0.103 -1.188 -3.494 0.0632
H -1.053 -0.917 -4.779 0.0813
H -1.742 -1.305 -2.002 -0.0035
C -3.966 1.441 -2.383 -0.0877
O -3.877 2.377 -1.291 -0.1946
H -2.968 1.021 -2.507 0.0700
H -4.773 0.760 -2.112 0.0482
H -4.310 1.894 -3.313 0.0901
H -3.245 3.063 -1.519 0.0515
C -0.510 4.824 3.673 -0.0343
C -1.404 3.696 3.231 -0.4091
C -1.335 2.512 4.200 -0.1939
O -2.247 1.502 3.845 -0.2639
C -1.939 0.305 4.599 -0.0760
N -2.764 4.236 3.197 0.1217
H -0.517 5.576 2.884 0.0952
H 0.496 4.497 3.933 0.0947
H -0.787 5.325 4.600 0.0919
H -1.079 3.391 2.237 0.0980
H -1.587 2.904 5.185 0.1336
H -0.338 2.075 4.255 0.1392
H -2.709 -0.449 4.432 0.0717
H -1.899 0.582 5.653 0.0972
H -1.007 -0.198 4.341 0.0730
H -2.755 4.610 4.135 0.1013
H -2.892 5.036 2.594 0.0335
C -4.665 -1.776 -0.629 -0.0345
C -5.837 -1.382 0.267 -0.4016
C -5.723 -1.652 1.776 -0.1474
O -5.236 -0.539 2.581 -0.3080
C -5.479 -0.749 3.952 -0.1225
N -6.154 0.030 0.057 0.0726
H -3.771 -1.253 -0.288 0.0568
H -4.883 -1.591 -1.681 0.0889
H -4.447 -2.827 -0.442 0.0820
H -6.675 -2.044 0.049 0.1390
H -5.205 -2.610 1.815 0.1264
H -6.727 -1.853 2.151 0.1235
H -4.908 -0.094 4.609 0.0778
H -5.104 -1.716 4.286 0.0968
H -6.505 -0.590 4.284 0.0988
H -7.052 0.190 0.491 0.0927
H -6.198 0.330 -0.906 0.0720
```

Values from the calculation:
orbital gap: 1.44 eV
spin multiplicity: 1
HOMO energy: -10.43 eV
net charge: +1

=====

[2]
Below is C6H8S in the gas phase at a distorted geometry, with properties calculated with wB97M-V/def2-TZVPD.

Geometry as XYZ:
```
15
Properties=species:S:1:pos:R:3:lowdin_charge:R:1
C -1.022 1.562 1.770 0.1656
C -0.076 1.282 1.061 -0.1399
C 0.936 0.857 0.209 -0.4115
C 1.966 1.652 -0.038 0.0700
C 0.845 -0.518 -0.529 -0.3850
S -0.840 -0.605 -1.388 0.7791
C -1.711 -2.010 -0.504 -0.3651
H -1.760 2.013 2.259 -0.0142
H 2.810 1.575 -0.697 0.0722
H 1.907 2.562 0.475 0.0526
H 1.484 -0.457 -1.394 0.0451
H 1.220 -1.284 0.119 0.0799
H -2.545 -2.177 -1.201 0.0222
H -2.223 -1.660 0.364 0.0146
H -0.991 -2.792 -0.504 0.0145
```

Values from the calculation:
orbital gap: 9.51 eV
spin multiplicity: 1
HOMO energy: -8.58 eV
SMILES: C#CC(=C)CSC
energy above the lowest of the compared OMol25 structures with the same formula, charge and spin: 290.4 kJ/mol

=====

[3]
Below is 2 unconnected molecules or ions with the total composition C2H8O at a distorted geometry, with properties calculated with wB97M-V/def2-TZVPD.

Geometry as XYZ:
```
11
Properties=species:S:1:pos:R:3:lowdin_charge:R:1
C 2.124 -0.759 2.782 -0.1884
O 3.117 -1.504 2.104 -0.1539
H 2.209 -1.351 3.696 0.0784
H 2.177 0.299 2.922 0.0610
H 1.119 -1.018 2.279 0.0976
H 3.322 -0.967 1.276 0.1054
C -4.626 1.945 -4.405 -0.0544
H -5.088 1.211 -5.199 0.0762
H -4.893 1.737 -3.417 -0.0208
H -5.159 2.897 -4.394 0.0138
H -3.613 2.111 -4.250 -0.0148
```

Values from the calculation:
orbital gap: 11.32 eV
spin multiplicity: 1
HOMO energy: -10.32 eV
SMILES: CO.C
energy above the lowest of the compared OMol25 structures with the same formula, charge and spin: 143.0 kJ/mol

=====

[4]
Below is a molecular structure, C25H35BF2HgN9SSi at a distorted geometry, with properties calculated with wB97M-V/def2-TZVPD.

Geometry as XYZ:
```
75
Properties=species:S:1:pos:R:3:lowdin_spin:R:1
Hg 0.775 0.444 0.124 0.0051
N -1.358 4.208 -1.905 0.0091
C -0.893 3.204 -0.955 0.1093
S 0.787 2.694 -1.260 0.1088
N -1.940 2.260 -0.858 -0.0650
N -1.685 1.134 -0.306 0.0068
C -2.741 0.323 -0.214 0.0562
C -2.822 -0.973 0.356 0.0174
C -4.105 -1.595 0.370 0.0184
C -4.261 -2.854 0.885 0.0061
C -3.144 -3.533 1.387 0.0312
C -1.937 -2.861 1.348 -0.0004
N -1.758 -1.631 0.876 0.0309
H -0.546 4.638 -2.332 0.0036
H -1.871 3.715 -2.627 0.0028
H -3.668 0.719 -0.627 0.0031
H -4.950 -1.052 -0.035 0.0005
H -5.241 -3.319 0.902 -0.0004
H -3.213 -4.532 1.795 0.0024
H -1.042 -3.355 1.723 -0.0004
N -0.724 0.346 2.464 0.0003
C -0.383 -0.240 3.747 0.0000
C -0.370 -1.768 3.687 -0.0002
C 0.737 -2.413 2.857 0.0001
N 0.647 -2.078 1.450 0.0002
H -0.952 1.337 2.500 -0.0004
H -1.500 -0.144 2.025 0.0003
H -1.089 0.049 4.544 0.0000
H 0.607 0.119 4.046 0.0000
H -1.342 -2.105 3.308 0.0000
H -0.280 -2.148 4.711 0.0000
H 0.700 -3.501 3.046 0.0000
H 1.705 -2.058 3.228 0.0000
H -0.257 -2.290 1.036 0.0000
H 1.362 -2.514 0.884 0.0000
N -1.387 7.504 -0.585 0.0763
C -0.919 6.534 -0.165 0.0266
C -0.293 5.402 0.426 0.1403
C 1.008 5.508 0.877 -0.0087
C 1.559 4.466 1.606 0.2123
C 0.688 3.425 2.018 -0.0028
N -0.539 3.291 1.626 0.1158
C -0.991 4.114 0.573 0.0723
H 1.569 6.417 0.695 -0.0044
H 2.586 4.487 1.940 0.0127
H 1.039 2.708 2.759 -0.0033
H -2.074 4.217 0.599 0.0146
F 2.657 0.421 2.693 -0.0002
B 2.616 0.730 1.371 -0.0015
F 3.768 1.320 1.001 -0.0004
C 3.875 -0.063 -2.075 0.0004
Si 3.174 -1.737 -1.573 0.0003
C 3.913 -2.946 -2.848 0.0001
C 3.998 -2.232 0.063 0.0000
N 1.500 -1.641 -1.435 0.0024
C 0.510 -2.387 -1.983 0.0002
C 0.675 -3.712 -2.474 0.0000
C -0.374 -4.434 -3.020 0.0001
C -1.655 -3.899 -3.103 0.0000
C -1.850 -2.606 -2.618 0.0002
C -0.810 -1.876 -2.082 0.0000
H 4.969 -0.042 -2.033 0.0000
H 3.496 0.725 -1.423 0.0002
H 3.563 0.179 -3.094 0.0001
H 4.973 -2.726 -3.007 0.0000
H 3.398 -2.851 -3.809 0.0000
H 3.828 -3.988 -2.531 0.0000
H 5.090 -2.217 -0.016 0.0000
H 3.693 -3.236 0.377 0.0000
H 3.716 -1.539 0.859 0.0000
H 1.654 -4.168 -2.406 0.0000
H -0.187 -5.440 -3.385 0.0000
H -2.475 -4.470 -3.522 0.0000
H -2.840 -2.159 -2.655 0.0002
H -0.986 -0.868 -1.723 0.0003
```

Values from the calculation:
orbital gap (spin up / spin down): 5.96 / 5.20 eV
spin multiplicity: 2
HOMO energy (spin up / spin down): -1.23 / -1.42 eV
net charge: -2
energy above the lowest of the compared OMol25 structures with the same formula, charge and spin: 383.8 kJ/mol

=====

[5]
Below is 2 unconnected molecules or ions with the total composition C7H13N2OS at a distorted geometry, with properties calculated with wB97M-V/def2-TZVPD.

Geometry as XYZ:
```
24
Properties=species:S:1:pos:R:3:lowdin_charge:R:1
C -1.317 -0.224 0.514 -0.3164
C -0.444 0.354 -2.425 -0.8896
C 1.255 -0.583 0.248 -0.2683
C 1.072 0.837 0.755 -0.1518
C -2.124 -1.476 0.185 0.0592
C 1.543 -1.672 1.212 -0.0243
C 1.443 1.999 -0.098 -0.0216
N -1.217 1.191 -2.132 0.1893
N -0.055 -0.006 0.244 0.0430
O -2.114 0.720 0.893 0.1830
S 0.212 -0.932 -2.932 0.8317
H 1.588 -0.774 -0.909 0.1308
H 1.065 0.883 1.883 0.1808
H -2.264 -2.196 0.980 0.1006
H -3.192 -1.187 -0.124 0.1380
H -1.751 -1.947 -0.678 0.0546
H 1.122 -1.407 2.116 0.0586
H 2.543 -1.553 1.600 0.0925
H 1.410 -2.690 0.699 0.1345
H 2.432 2.235 -0.050 0.0560
H 0.902 2.949 0.257 0.1272
H 1.323 1.805 -1.121 0.0531
H -1.839 1.597 1.136 0.1480
H -1.592 2.077 -2.251 0.0911
```

Values from the calculation:
orbital gap: 9.54 eV
spin multiplicity: 1
HOMO energy: -13.01 eV
net charge: +1
energy above the lowest of the compared OMol25 structures with the same formula, charge and spin: 278.6 kJ/mol

=====

[6]
Below is a molecular structure, C2H2F2O3 at a distorted geometry, with properties calculated with wB97M-V/def2-TZVPD.

Geometry as XYZ:
```
9
Properties=species:S:1:pos:R:3:lowdin_charge:R:1
C 0.254 -1.188 0.435 -0.0671
C 0.042 0.169 -0.285 -0.6380
O 0.274 -2.289 0.105 0.2785
O -0.661 1.096 0.326 0.1405
O -0.388 -0.024 -1.580 0.1385
F -0.030 -0.772 2.118 -0.2120
F 1.370 0.576 -0.425 0.0714
H -0.280 1.559 1.114 0.1740
H -0.583 0.875 -1.808 0.1141
```

Values from the calculation:
orbital gap: 12.03 eV
spin multiplicity: 1
HOMO energy: -12.22 eV
energy above the lowest of the compared OMol25 structures with the same formula, charge and spin: 177.9 kJ/mol

=====

[7]
Below is a molecular structure, C13H10F6IN6O4S2SeW at a distorted geometry, with properties calculated with wB97M-V/def2-TZVPD.

Geometry as XYZ:
```
44
Properties=species:S:1:pos:R:3:lowdin_charge:R:1
W -0.253 0.283 0.095 1.6466
F -4.612 1.955 2.815 0.2579
C -4.309 1.311 1.731 -0.6508
F -5.112 1.576 0.740 0.2356
F -4.272 0.001 1.957 0.1716
S -2.531 1.678 1.144 0.7439
O -2.303 0.883 -0.103 -0.4686
O -1.562 1.092 2.067 -0.3191
N -2.393 3.190 0.840 -0.2310
S -0.982 3.627 0.265 0.7519
O -0.139 2.391 0.385 -0.4947
O -0.424 4.836 0.663 -0.1131
C -1.136 3.554 -1.644 -0.5897
F -0.033 4.016 -2.188 0.1954
F -2.201 4.052 -2.184 0.2500
F -1.127 2.180 -1.888 0.0083
C 2.950 2.329 -2.866 0.0198
C 2.058 1.710 -1.991 -0.1213
N 1.307 1.175 -1.281 0.0462
H 2.977 3.409 -2.684 0.1322
H 2.647 2.159 -3.904 0.1360
H 3.963 1.936 -2.732 0.1293
I -5.039 -3.771 1.128 1.0112
C -3.220 -2.786 1.425 -0.7177
C -2.368 -2.854 2.526 -0.0585
N -1.345 -2.036 2.285 0.0428
N -1.459 -1.423 1.083 -0.1739
C -2.607 -1.889 0.551 -0.2336
H -2.460 -3.447 3.419 0.1510
H -0.547 -1.874 2.892 0.1836
H -2.963 -1.591 -0.424 0.1025
Se -0.387 -1.216 -1.837 1.0172
N 1.205 -0.699 0.603 -0.0780
C 2.232 -1.469 0.306 -0.2379
C 3.351 -1.716 1.131 0.0463
C 4.456 -2.393 0.677 0.0665
C 4.477 -2.902 -0.637 0.0225
C 3.395 -2.746 -1.468 0.0750
C 2.212 -2.078 -1.058 -0.2868
N 1.192 -1.982 -1.863 -0.2544
H 3.299 -1.359 2.151 0.1406
H 5.300 -2.554 1.333 0.1523
H 5.352 -3.434 -0.983 0.1429
H 3.412 -3.126 -2.479 0.1499
```

Values from the calculation:
orbital gap (spin up / spin down): 3.22 / 3.36 eV
spin multiplicity: 1
HOMO energy (spin up / spin down): -16.64 / -16.65 eV
net charge: +3
energy above the lowest of the compared OMol25 structures with the same formula, charge and spin: 206.4 kJ/mol

=====

[8]
Below is C2H3NOS2 in the gas phase at a distorted geometry, with properties calculated with wB97M-V/def2-TZVPD.

Geometry as XYZ:
```
9
Properties=species:S:1:pos:R:3:lowdin_charge:R:1
O 0.875 -1.428 1.068 0.0368
C 0.145 -0.562 0.573 -0.6204
C -0.569 0.470 1.455 -0.5735
S -1.355 1.758 1.004 0.7883
N -0.031 -0.262 -0.733 -0.3446
S 0.923 -0.927 -2.054 0.7762
H -0.520 0.199 2.499 0.0541
H -0.551 0.554 -1.025 0.0269
H 1.083 0.199 -2.787 -0.1438
```

Values from the calculation:
orbital gap: 8.05 eV
spin multiplicity: 1
HOMO energy: -9.33 eV
SMILES: O=C(C=S)NS
energy above the lowest of the compared OMol25 structures with the same formula, charge and spin: 138.1 kJ/mol